Computed, not measured: the molecule C3H5NO at a distorted geometry, with the ωB97M-V functional and the def2-TZVPD basis.

Calculated values
Calculated total energy   -247.2169 Ha
Frontier orbital gap   0.38319 Ha
SMILES string   C1=NOCC1
Strongest force on any atom   4.1 eV Å⁻¹
Lowest unoccupied orbital energy   0.983 eV
Energy relative to the best compared isomer or geometry (same formula, charge and spin)   2.459 eV

Structure (XYZ):
```
10
Properties=species:S:1:pos:R:3:forces:R:3
C 1.063960 -0.668375 0.036877 -3.6 -1.7 -1.0
N 0.211719 -1.658576 0.017001 1.4 0.9 -0.1
O -1.107304 -1.150009 -0.175103 1.2 -1.1 0.0
C -1.067787 0.213858 0.094891 0.2 1.7 2.0
C 0.403767 0.632465 -0.148796 -0.5 0.1 2.7
H 2.099738 -0.770404 -0.044260 1.4 -0.8 0.4
H -1.240184 0.345022 1.263385 -0.2 0.1 -2.3
H -1.809957 0.713870 -0.576763 0.6 -0.2 1.0
H 0.873184 1.296039 0.608435 -0.9 0.1 -0.4
H 0.572864 1.046112 -1.075665 0.5 0.9 -2.3
```
Forces are in eV/Å.

---

Computed, not measured: the molecule C25H30N4O3, with the ωB97M-V functional and the def2-TZVPD basis.

Calculated values
Calculated total energy   -1415.5002 Ha
Frontier orbital gap   0.29646 Ha
SMILES string   Cc1ccc(C)c(N2CCN(C(=O)CCCCn3c(=O)[nH]c4ccccc4c3=O)CC2)c1
Strongest force on any atom   0.6 eV Å⁻¹
Lowest unoccupied orbital energy   0.060 eV
Energy relative to the best compared isomer or geometry (same formula, charge and spin)   0.369 eV

Structure (XYZ):
```
62
Properties=species:S:1:pos:R:3:forces:R:3
C 1.255245 1.311799 6.288866 0.0 -0.1 0.0
C 2.218259 1.065855 5.166046 0.1 0.0 0.0
C 3.564222 0.841668 5.412984 -0.1 0.0 0.0
C 4.427861 0.580428 4.364983 -0.1 0.0 0.0
C 3.988590 0.543182 3.051014 0.0 0.0 0.0
C 4.949863 0.191180 1.954516 0.0 0.0 0.1
C 2.635348 0.800469 2.788482 0.1 0.0 0.3
N 2.178528 0.746819 1.456068 -0.1 -0.1 0.0
C 0.791066 0.410404 1.226404 0.0 -0.3 -0.2
C 0.640095 -0.058245 -0.226138 -0.3 -0.1 0.3
N 1.065878 0.987796 -1.125646 0.4 -0.1 0.3
C 0.333530 1.666218 -2.037135 -0.4 -0.2 -0.4
O 0.812106 2.584044 -2.681155 -0.1 0.3 -0.2
C -1.114398 1.248326 -2.242025 0.1 0.2 0.1
C -2.011627 1.903652 -1.185454 -0.1 0.0 -0.2
C -3.507803 1.814424 -1.498818 0.1 -0.2 0.2
C -4.157115 0.480641 -1.127741 -0.3 0.5 0.2
N -3.712153 -0.627357 -1.965162 0.0 0.0 0.2
C -4.272404 -0.701745 -3.227225 0.0 -0.3 -0.3
O -5.103002 0.079874 -3.625384 -0.2 0.2 0.0
N -3.827677 -1.735321 -4.013994 -0.1 0.0 -0.4
C -2.896659 -2.669467 -3.633327 0.4 -0.2 0.5
C -2.481446 -3.685164 -4.493042 0.0 0.0 0.0
C -1.541873 -4.599963 -4.065347 -0.1 0.1 0.0
C -1.002471 -4.520563 -2.785027 0.1 0.0 0.1
C -1.409224 -3.520073 -1.929978 -0.1 0.1 -0.1
C -2.360421 -2.587633 -2.344616 0.1 -0.2 -0.3
C -2.787912 -1.516707 -1.441126 0.0 -0.2 0.0
O -2.361506 -1.385940 -0.309621 0.0 0.0 0.0
C 2.432165 1.398561 -0.867561 0.2 0.4 0.0
C 2.575513 1.840216 0.588102 0.1 0.0 -0.3
C 1.772328 1.044714 3.852733 0.0 0.0 -0.1
H 0.762312 0.379732 6.568134 -0.1 0.0 0.1
H 0.485715 2.021473 5.992450 -0.1 0.1 0.0
H 1.771482 1.696659 7.165099 0.0 0.0 0.1
H 3.936972 0.859895 6.426766 0.0 0.0 0.1
H 5.470714 0.384668 4.572520 0.1 0.0 0.0
H 4.418834 -0.257670 1.119108 0.0 0.0 -0.1
H 5.693943 -0.511906 2.323443 0.1 0.0 0.0
H 5.480147 1.073657 1.594376 0.1 0.0 -0.1
H 0.500301 -0.400143 1.896204 0.0 0.0 0.0
H 0.118671 1.270544 1.389046 0.0 -0.1 0.0
H -0.389925 -0.356492 -0.398774 0.0 0.0 -0.1
H 1.289372 -0.929211 -0.380220 -0.1 0.0 0.1
H -1.203503 0.163338 -2.240694 0.0 0.0 0.0
H -1.403577 1.618524 -3.227978 0.1 -0.1 0.0
H -1.824422 1.458178 -0.206807 0.1 0.1 0.1
H -1.735898 2.959615 -1.132969 0.0 0.0 0.0
H -4.029213 2.583429 -0.925677 -0.1 0.0 0.0
H -3.684105 2.015315 -2.556575 -0.1 0.1 0.0
H -3.917463 0.212153 -0.097239 -0.1 0.0 -0.2
H -5.239643 0.565299 -1.248843 0.1 -0.1 0.1
H -4.233105 -1.784658 -4.939216 0.0 0.1 0.2
H -2.899441 -3.745633 -5.486746 0.0 0.0 -0.1
H -1.222602 -5.385305 -4.733580 0.0 -0.1 -0.1
H -0.267694 -5.242438 -2.465117 0.1 -0.1 0.0
H -1.012087 -3.430329 -0.930491 0.0 0.0 0.1
H 2.670460 2.217469 -1.547471 0.0 -0.1 0.1
H 3.099997 0.552059 -1.062426 0.0 0.0 0.0
H 3.606816 2.120896 0.793820 0.0 0.0 0.0
H 1.937360 2.725338 0.755773 0.1 0.0 0.0
H 0.726679 1.233453 3.659408 -0.1 0.0 -0.1
```
Forces are in eV/Å.

---

Computed, not measured: a 2-piece molecular cluster, C3H6NOS2 overall at a distorted geometry, with the ωB97M-V functional and the def2-TZVPD basis.

Calculated values
Calculated total energy   -1044.1141 Ha
Net charge   -1
Frontier orbital gap (alpha / beta)   0.16763 / 0.20494 Ha
Strongest force on any atom   5.9 eV Å⁻¹
Spin multiplicity   3
Lowest unoccupied orbital energy (alpha / beta)   3.686 / 1.805 eV
<S²>   2.02
Energy relative to the best compared isomer or geometry (same formula, charge and spin)   1.607 eV

Structure (XYZ):
```
13
Properties=species:S:1:pos:R:3:forces:R:3
C 1.681509 1.830067 -0.826082 -4.4 -3.4 -1.9
C 1.433281 0.336009 -1.179379 0.4 1.4 1.4
C -0.953755 0.230401 0.058401 4.0 1.3 -2.3
N 0.464007 0.926926 -0.302058 2.0 -0.7 -0.2
O -5.262377 0.233333 -0.538004 -1.3 1.8 3.0
S -2.053279 1.208174 0.734407 -1.9 0.7 1.0
S -0.894133 -1.436875 -0.182864 -0.6 -0.1 0.3
H 2.291393 2.175438 -0.085703 1.6 0.6 1.9
H 1.652114 2.356475 -1.769401 -0.6 0.9 0.1
H 1.078309 0.274521 -2.209767 0.4 -0.6 -0.2
H 2.233578 -0.366666 -0.848434 -1.0 0.1 -0.2
H -4.668150 0.962841 -0.262013 -0.1 -0.8 -0.2
H -4.926964 -0.079438 -1.320986 1.5 -1.1 -2.8
```
Forces are in eV/Å.

---

Computed, not measured: C18H42AlCsF2InKO16PS as an isolated structure at a distorted geometry, with the ωB97M-V functional and the def2-TZVPD basis.

Calculated values
Calculated total energy   -3906.1504 Ha
Net charge   -1
Frontier orbital gap   0.03388 Ha
Strongest force on any atom   14.2 eV Å⁻¹
Lowest unoccupied orbital energy   -1.823 eV

Structure (XYZ):
```
84
Properties=species:S:1:pos:R:3:forces:R:3
C -5.026191 -2.629962 4.504304 0.6 0.5 0.2
C -4.411035 -1.622041 3.557010 -1.1 0.3 -0.1
O -4.799605 -1.466417 2.412123 -0.3 -0.5 0.1
O -3.405289 -0.900600 4.051509 0.2 -0.8 -0.1
C -2.381531 -0.899155 3.011721 0.7 -0.6 -0.6
C -0.996556 -0.548475 3.473218 -0.6 0.8 0.5
C -0.686701 0.950695 3.457135 0.9 -0.4 0.6
C -0.541467 1.623123 4.831162 -0.3 0.3 -0.8
C 0.287038 2.909950 4.658776 0.0 0.2 0.7
In 2.295347 2.763924 5.541864 -0.8 1.0 -0.2
P 3.740650 0.919825 4.581455 0.4 0.2 0.4
O 4.633827 1.455596 3.567549 -0.6 0.2 -0.6
O 4.704178 0.265686 5.869011 -1.6 -1.6 -1.3
O 2.804825 -0.334627 4.073768 0.3 -0.1 0.5
H -5.478983 -2.095263 5.342949 -0.1 -0.1 -0.1
H -5.732625 -3.272863 3.990487 -0.1 0.1 0.0
H -4.219564 -3.221439 4.945133 -0.1 0.0 -0.1
H -2.715778 -0.270954 2.186575 0.1 0.2 0.2
H -2.334009 -1.936901 2.647797 -0.2 0.1 -0.1
H -0.846478 -0.943957 4.483889 0.1 -0.2 -0.2
H -0.314284 -1.048083 2.778788 0.0 -0.2 0.2
H -1.376387 1.508814 2.819198 0.1 0.0 0.0
H 0.291755 1.039670 2.974475 -0.2 0.4 -0.2
H -1.535670 1.876916 5.228032 0.1 -0.2 0.1
H -0.071958 0.922312 5.534489 -0.1 0.0 0.0
H -0.230603 3.729090 5.174960 0.2 0.0 0.1
H 0.385153 3.227947 3.618326 0.0 -0.4 0.0
H 2.095452 2.450598 7.322783 0.1 -0.2 0.1
H 3.096637 4.354466 5.442296 0.2 -0.4 0.1
H 4.469150 0.716144 6.738077 -3.6 -9.1 -8.0
H 1.885467 -0.052055 4.161210 0.0 0.0 -0.1
C -1.397831 0.161958 -1.686631 -0.3 0.2 -0.4
O -2.057637 -0.913983 -0.995742 -0.4 0.6 -0.4
C -3.330430 -0.517914 -0.476846 0.3 -0.5 0.1
C -4.469992 -1.000833 -1.365957 1.4 0.6 0.3
O -4.474255 -0.335085 -2.616230 -0.5 -0.5 -0.2
C -3.961850 -1.155905 -3.672741 0.0 0.2 -0.1
H -0.521812 -0.251152 -2.199781 -0.2 0.0 -0.1
H -2.048716 0.595605 -2.446447 0.0 0.0 0.0
H -1.068360 0.957921 -1.001653 -0.1 0.0 0.0
H -3.381186 0.567905 -0.372279 0.0 0.0 0.0
H -3.429815 -0.956198 0.517308 -0.1 0.0 -0.1
H -5.409855 -0.753088 -0.882875 3.0 1.0 0.9
H -4.437414 -2.096702 -1.505040 0.1 0.1 0.1
H -4.668296 -1.958245 -3.910626 0.0 -0.1 0.0
H -2.994552 -1.585365 -3.408964 0.0 0.0 0.1
H -3.841147 -0.527783 -4.551868 -0.1 0.1 0.0
K -6.990093 -1.336598 -1.329339 -3.6 -1.0 -0.9
Al 0.432104 -0.845388 -0.144028 1.2 0.1 1.5
C -3.357707 -0.305850 -8.101919 -1.3 -0.9 -0.2
C -2.136941 -1.142119 -8.535474 2.9 6.4 3.4
C -1.452189 -1.794037 -7.285691 -0.3 -2.1 -0.2
O -1.289341 -0.404284 -9.119557 -0.9 -2.0 -0.7
H -3.068680 0.511209 -7.437360 0.4 -0.2 -0.1
H -3.866121 0.120383 -8.960431 0.1 0.0 -0.1
H -4.082649 -0.930667 -7.566794 0.0 0.1 -0.1
H -2.620885 -2.127425 -9.188700 -2.7 -0.5 -4.1
H -1.099934 -1.021582 -6.603834 -0.1 0.3 -0.4
H -0.606156 -2.416715 -7.573111 0.0 0.1 0.0
H -2.160294 -2.430227 -6.745726 0.0 0.0 0.0
C 1.413849 3.151935 0.689220 0.5 1.0 -0.7
O 1.098551 2.070626 1.429408 -0.6 -1.2 -0.4
H 2.425119 3.585272 0.870148 0.0 -0.3 0.2
H 1.421561 3.008336 -0.422213 -0.1 -0.2 0.0
H 0.747278 4.048632 0.811470 -0.2 -0.3 0.2
F -3.397042 -1.979123 -10.217547 1.8 -1.2 2.5
Cs 4.953906 1.849217 7.562701 4.6 10.6 8.3
C 4.234226 -0.245537 0.154436 0.4 -0.6 0.8
C 5.201265 -0.990542 -0.736718 0.6 1.1 0.0
O 4.336209 -1.746464 -1.640975 -1.2 -0.2 0.0
S 3.026961 -0.913722 -1.915303 3.1 0.7 0.4
O 3.129921 -0.230710 -3.147752 -0.9 -0.1 -0.3
O 1.891229 -1.780137 -1.663824 -1.0 0.0 0.1
O 3.145696 0.134898 -0.734381 -0.7 -0.4 -0.7
H 3.824453 -0.897075 0.931161 0.0 0.2 0.0
H 4.669588 0.633224 0.616721 -0.1 0.2 -0.1
H 5.851002 -1.657209 -0.180846 -0.1 -0.2 -0.1
H 5.813890 -0.313717 -1.337889 0.1 -0.2 0.0
C 8.010887 1.074293 -2.153248 0.2 -0.1 -0.9
O 8.498987 2.187897 -2.447515 -0.1 -0.2 0.1
O 7.669900 0.941485 -0.790409 0.1 0.5 -0.2
O 7.777366 0.081897 -2.869451 -0.2 0.1 0.4
H 7.941950 1.835107 -0.518118 -0.2 -0.4 0.5
F 6.845386 0.488088 3.853045 0.7 -0.4 0.4
```
Forces are in eV/Å.

---

Computed, not measured: C3H8N2S as an isolated structure at a distorted geometry, with the ωB97M-V functional and the def2-TZVPD basis.

Calculated values
Calculated total energy   -626.6167 Ha
Frontier orbital gap   0.34790 Ha
Strongest force on any atom   5.4 eV Å⁻¹
Lowest unoccupied orbital energy   0.498 eV
Energy relative to the best compared isomer or geometry (same formula, charge and spin)   5.623 eV

Structure (XYZ):
```
14
Properties=species:S:1:pos:R:3:forces:R:3
C 2.310602 -0.644612 -0.032402 -2.4 0.2 -1.2
C -0.179470 -0.536741 -0.210816 3.2 2.0 -0.3
C -1.135222 1.542205 -0.032515 4.9 -2.1 1.0
H 2.439115 -1.043781 1.134082 0.7 1.0 -3.6
H 2.106766 -1.611409 -0.983724 0.9 2.8 3.3
H 3.051561 0.220292 -0.578755 -1.8 -2.8 2.2
H -0.069390 -1.555663 -0.553442 -0.6 -0.3 0.1
H 0.136005 1.523774 -0.197944 -3.4 1.3 -0.1
H -1.178579 1.717183 1.013785 -0.4 0.0 1.2
H -1.808871 2.041472 -0.542088 -2.8 3.4 -2.4
H -2.423234 -1.272344 1.318276 -0.8 1.2 -2.4
N 0.903788 0.155837 0.145092 0.5 -3.9 -1.2
N -1.351169 0.178999 -0.430602 0.4 -2.2 1.3
S -2.801907 -0.715211 -0.048949 1.4 -0.6 2.2
```
Forces are in eV/Å.

---

Computed, not measured: F2HNO5RbS2 as an isolated structure at a distorted geometry, with the ωB97M-V functional and the def2-TZVPD basis.

Calculated values
Calculated total energy   -1451.7647 Ha
Net charge   -1
Frontier orbital gap   0.18260 Ha
Strongest force on any atom   4.2 eV Å⁻¹
Lowest unoccupied orbital energy   1.345 eV
Energy relative to the best compared isomer or geometry (same formula, charge and spin)   1.710 eV

Structure (XYZ):
```
12
Properties=species:S:1:pos:R:3:forces:R:3
Rb -3.514247 0.406478 1.774030 0.7 -0.7 0.3
N 0.783871 0.141349 0.430697 -1.6 1.8 -3.4
S 1.982985 0.128317 -0.657895 2.5 0.2 0.5
O 2.423460 1.441957 -1.024262 -0.1 -0.2 -0.4
O 1.907133 -0.886662 -1.686203 0.2 0.6 1.2
F 3.176575 -0.252624 0.378311 -0.9 -0.7 -0.6
S -0.422218 0.783817 -0.606727 -0.9 -1.0 0.9
O -0.226912 1.549727 -1.813320 0.8 -0.5 1.1
O -1.508641 1.272435 0.208509 0.2 -0.1 0.3
F -0.979580 -0.588668 -1.198268 -0.2 0.0 0.2
O -1.705367 -1.933505 2.563740 -1.0 0.8 0.0
H -1.917064 -2.062616 1.631383 0.3 -0.3 -0.1
```
Forces are in eV/Å.

---

Computed, not measured: a 4-piece molecular cluster, C2H11O3S overall, with the ωB97M-V functional and the def2-TZVPD basis.

Calculated values
Calculated total energy   -706.7584 Ha
Net charge   -1
Frontier orbital gap   0.26376 Ha
Strongest force on any atom   0.8 eV Å⁻¹
Lowest unoccupied orbital energy   3.804 eV
Energy relative to the best compared isomer or geometry (same formula, charge and spin)   0.422 eV

Structure (XYZ):
```
17
Properties=species:S:1:pos:R:3:forces:R:3
C -0.423673 -1.283680 1.332827 -0.3 0.0 -0.4
C 0.203612 -1.143242 -0.058551 -0.4 0.5 -0.5
S -0.349281 0.380246 -0.952533 0.2 -0.2 0.5
H -0.779174 -0.306549 1.685458 0.3 -0.3 0.1
H -1.312252 -1.916161 1.242731 0.0 0.1 0.1
H 0.237045 -1.758064 2.058998 0.1 0.1 0.1
H 1.286327 -1.155707 -0.068172 0.3 0.0 0.4
H -0.100265 -1.972271 -0.690493 0.0 -0.3 0.1
H -0.878054 2.055725 1.035400 -0.4 0.0 -0.4
H -0.536542 3.488401 1.320463 -0.2 0.0 0.0
O -1.296658 2.891430 1.309710 0.5 0.1 0.2
H -0.213025 -1.600259 -4.035844 0.0 0.0 0.0
H -0.606987 -1.068340 -2.652305 -0.2 0.1 -0.1
O -0.841835 -1.751398 -3.325519 0.1 -0.1 0.0
H 1.101122 1.576534 0.450533 0.2 0.1 -0.4
H 2.621588 1.490056 0.568572 0.0 0.0 -0.1
O 1.888049 2.073278 0.778728 -0.1 0.0 0.3
```
Forces are in eV/Å.